1.
{
  "formula": "C7H11BIO6",
  "method": "ωB97M-V with the def2-TZVPD basis set",
  "spin_multiplicity": 1,
  "energy_ha": -1047.36220,
  "charge": -1,
  "orbital_gap_ev": 6.1,
  "species": ["O", "C", "I", "C", "B", "O", "C", "C", "O", "H", "H", "H", "H", "H", "H", "H", "C", "C", "O", "C", "O", "O", "H", "H", "H", "H"],
  "xyz": [[4.7682, 0.6191, 1.2447], [3.8012, 0.5695, 0.4346], [2.7169, -1.3179, 0.3688], [3.5133, 1.8634, -0.4591], [1.9299, 2.2395, -0.7003], [1.1930, 3.0121, 0.3162], [0.2066, 2.1565, 0.9771], [-0.0277, 1.1005, -0.2485], [1.0024, 1.2414, -1.2698], [4.0483, 1.7339, -1.4710], [3.9893, 2.7471, 0.1061], [2.0106, 3.0466, -1.6044], [0.8401, 1.7681, 1.8585], [-0.8118, 2.6055, 1.2108], [-0.0052, 0.1006, 0.3250], [-1.0635, 1.0586, -0.7311], [-3.6588, -2.8665, -0.2926], [-2.4492, -2.2358, -0.9152], [-1.8244, -1.5870, 0.1825], [-2.2349, -2.2245, 1.3118], [-1.7717, -2.0408, 2.3977], [-3.2435, -3.1022, 1.0448], [-3.9419, -3.7999, -0.7815], [-4.5224, -2.1950, -0.2815], [-1.7572, -2.9750, -1.3293], [-2.7077, -1.5176, -1.6944]],
  "mulliken_charge": [-0.56, 0.25, -0.05, -0.23, 0.61, -0.66, -0.31, 0.15, -0.64, 0.16, 0.17, -0.30, 0.20, 0.25, -0.17, 0.15, -0.33, -0.36, -0.17, 0.58, -0.51, -0.36, 0.30, 0.25, 0.26, 0.31]
}


2.
{
  "formula": "C10H23NO4P",
  "method": "ωB97M-V with the def2-TZVPD basis set",
  "spin_multiplicity": 1,
  "energy_ha": -1091.92536,
  "charge": -1,
  "orbital_gap_ev": 5.2,
  "species": ["C", "C", "O", "P", "O", "C", "C", "N", "C", "C", "C", "O", "C", "O", "C", "C", "H", "H", "H", "H", "H", "H", "H", "H", "H", "H", "H", "H", "H", "H", "H", "H", "H", "H", "H", "H", "H", "H", "H"],
  "xyz": [[0.6513, 0.9832, 2.7345], [-0.2108, 1.3761, 1.5380], [-1.5796, 1.5099, 1.9489], [-2.7656, 0.7643, 1.1477], [-3.9354, 0.5965, 2.0208], [-2.1054, -0.7792, 0.4817], [-1.4299, -0.8643, -0.9276], [-0.7482, -2.0935, -1.1381], [0.5097, -2.1112, -0.4812], [1.5964, -2.7903, -1.3152], [2.9374, -2.9474, -0.5945], [4.0040, -2.1851, -1.1541], [3.8422, -0.7979, -1.0051], [-3.1702, 1.7390, -0.0646], [-2.1853, 2.3545, -0.8988], [-2.2510, 3.8607, -0.7562], [0.1020, 1.1500, 3.6563], [1.5523, 1.5951, 2.7690], [0.9656, -0.0557, 2.6723], [0.1209, 2.3369, 1.1400], [-0.0991, 0.6440, 0.7447], [-2.9942, -1.4079, 0.4657], [-1.4258, -1.2020, 1.2209], [-2.2253, -0.7808, -1.6727], [-0.7374, -0.0077, -1.0563], [0.8802, -1.0925, -0.2140], [0.4969, -2.6672, 0.4900], [1.2256, -3.7714, -1.6097], [1.7676, -2.2327, -2.2371], [3.2927, -3.9747, -0.6186], [2.8266, -2.6659, 0.4603], [4.8130, -0.3568, -0.7747], [3.4670, -0.3459, -1.9246], [3.1612, -0.5577, -0.1868], [-2.4017, 2.0770, -1.9298], [-1.1829, 1.9992, -0.6938], [-1.5415, 4.2993, -1.4605], [-3.2437, 4.2148, -1.0208], [-1.9794, 4.1872, 0.2441]],
  "mulliken_charge": [-1.41, 0.65, -0.40, 1.08, -0.87, -0.67, -0.07, -0.87, 0.33, -0.55, -0.56, -0.44, -0.54, -0.37, 0.12, -1.38, 0.38, 0.34, 0.28, 0.27, -0.44, 0.28, 0.27, 0.30, 0.23, -0.41, 0.06, 0.30, 0.22, 0.33, 0.42, 0.27, 0.25, 0.13, 0.36, 0.08, 0.37, 0.35, 0.30]
}


3.
{
  "formula": "C5H4S2",
  "method": "ωB97M-V with the def2-TZVPD basis set",
  "spin_multiplicity": 1,
  "energy_ha": -989.20328,
  "de_lowest_kcal_mol": 38.73,
  "orbital_gap_ev": 8.6,
  "species": ["C", "C", "C", "C", "C", "H", "H", "H", "H", "S", "S"],
  "xyz": [[-1.3701, -0.8543, -0.9736], [-0.7113, 0.4765, -0.6672], [-0.1453, 0.0376, 0.7209], [1.2834, 0.1689, 0.9156], [2.4700, 0.2766, 1.0522], [0.1149, 0.7179, -1.3986], [-1.4241, 1.2880, -0.6542], [-0.6609, 0.5357, 1.5460], [3.5278, 0.3651, 1.1943], [-2.2937, -1.3384, -2.1992], [-0.7908, -1.6737, 0.4638]],
  "mulliken_charge": [0.22, -0.70, 0.06, -0.76, 0.21, 0.30, 0.28, 0.36, 0.41, -0.28, -0.11]
}


4.
{
  "formula": "CFIN4",
  "method": "ωB97M-V with the def2-TZVPD basis set",
  "spin_multiplicity": 1,
  "energy_ha": -654.54729,
  "de_lowest_kcal_mol": 0.00,
  "orbital_gap_ev": 8.4,
  "species": ["C", "N", "N", "N", "N", "F", "I"],
  "xyz": [[-1.2015, -1.4119, 0.1177], [-1.4821, -0.3494, 0.4059], [0.4664, 2.2860, -0.0717], [1.1046, 1.3655, -0.1142], [1.5777, 0.2790, -0.2067], [-0.8839, -2.5860, -0.2086], [3.4993, -0.2551, 0.0302]],
  "mulliken_charge": [0.47, -0.29, -0.45, 0.84, -0.62, -0.18, 0.22]
}


5.
{
  "formula": "C2H7NO",
  "method": "ωB97M-V with the def2-TZVPD basis set",
  "spin_multiplicity": 1,
  "energy_ha": -210.36672,
  "de_lowest_kcal_mol": 20.10,
  "smiles": "NCCO",
  "orbital_gap_ev": 10.5,
  "species": ["C", "C", "H", "H", "H", "H", "H", "H", "H", "N", "O"],
  "xyz": [[-0.6386, 0.4320, -0.3005], [0.7590, 0.4531, 0.2751], [-1.3726, -0.8061, 1.1195], [-0.7389, -1.5757, -0.1463], [-1.1607, 1.3415, 0.1479], [-0.6557, 0.6898, -1.4117], [0.8166, 0.5247, 1.4002], [1.3715, 1.3305, -0.0889], [1.5732, -0.8431, -0.9997], [-1.3588, -0.7425, 0.0597], [1.4051, -0.8041, -0.0552]],
  "mulliken_charge": [-0.42, -0.40, 0.28, 0.31, 0.25, 0.29, 0.27, 0.26, 0.31, -0.63, -0.55]
}


6.
{
  "formula": "C19H39F3IN2NbO3P",
  "method": "ωB97M-V with the def2-TZVPD basis set",
  "spin_multiplicity": 1,
  "energy_ha": -2078.07072,
  "charge": -1,
  "orbital_gap_ev": 7.2,
  "species": ["C", "C", "Nb", "C", "N", "I", "C", "C", "C", "F", "C", "F", "F", "C", "C", "P", "O", "O", "C", "C", "O", "C", "C", "H", "H", "H", "H", "H", "H", "H", "H", "H", "H", "H", "H", "H", "H", "H", "H", "H", "H", "H", "H", "H", "H", "H", "H", "C", "C", "N", "C", "C", "C", "C", "H", "H", "H", "H", "H", "H", "H", "H", "H", "H", "H", "H", "H", "H", "H"],
  "xyz": [[4.6341, -1.7746, 4.9791], [4.1348, -1.5611, 3.8845], [3.1466, -0.9066, 1.9199], [2.2238, -0.3403, -0.0571], [4.6290, -2.0061, 0.8401], [1.6453, -3.3630, 2.0211], [4.5765, 0.8781, 1.9083], [5.9867, 0.4692, 2.5361], [7.1732, 1.2944, 1.9144], [7.8842, 2.1106, 2.7728], [7.4565, 1.1919, 0.5860], [7.7659, 2.3732, -0.0751], [7.4062, 0.0129, -0.0939], [1.5932, 0.1692, 3.1655], [0.6834, 1.2472, 2.4328], [-0.9676, 0.5767, 1.8396], [-0.9102, 0.2692, 0.3798], [-2.0512, 1.8229, 2.1058], [-3.3209, 1.6065, 1.4709], [-4.5147, 1.4149, 2.5182], [-1.4306, -0.6812, 2.8101], [-1.7348, -1.8922, 2.0854], [-3.2838, -2.0303, 1.7275], [5.2389, -1.6346, 5.8950], [1.8485, 0.7094, -0.1558], [3.0428, -0.4458, -0.8350], [1.4601, -1.1181, -0.3387], [4.2627, -2.9524, 0.6984], [4.7563, -1.6229, -0.1019], [4.8093, 1.1663, 0.8407], [4.1184, 1.7146, 2.4979], [6.0068, 0.6014, 3.6480], [6.2394, -0.6101, 2.3470], [0.9474, -0.5707, 3.7113], [2.1596, 0.7250, 3.9748], [1.2000, 1.8426, 1.6398], [0.3895, 2.0031, 3.2282], [-3.5706, 2.5476, 0.9011], [-3.3614, 0.7208, 0.7910], [-5.2025, 0.6301, 2.0862], [-4.1131, 0.9748, 3.4664], [-5.0794, 2.3703, 2.6930], [-1.5395, -2.7363, 2.8076], [-1.0714, -2.0939, 1.2105], [-3.6448, -3.0314, 2.1032], [-3.9027, -1.2372, 2.2145], [-3.4647, -2.0182, 0.6232], [-2.7271, -0.8099, -6.3767], [-3.0594, 0.3352, -5.4304], [-3.6761, -0.0972, -4.1876], [-4.2616, 0.9940, -3.4193], [-3.3157, 2.0665, -2.8752], [-2.9335, -1.0792, -3.4094], [-1.5143, -0.7165, -2.9733], [-3.6077, -1.4261, -6.5738], [-2.3758, -0.4125, -7.3321], [-1.9362, -1.4509, -5.9812], [-3.7578, 0.9944, -5.9567], [-2.1498, 0.9251, -5.2523], [-4.8398, 0.5772, -2.5879], [-5.0052, 1.4896, -4.0551], [-2.7368, 1.7027, -2.0258], [-3.8997, 2.9199, -2.5165], [-2.6283, 2.4405, -3.6358], [-2.8810, -2.0078, -3.9883], [-3.5150, -1.3541, -2.5228], [-0.9237, -0.2787, -3.7812], [-0.9889, -1.6170, -2.6445], [-1.5124, -0.0269, -2.1286]],
  "mulliken_charge": [-0.22, 0.01, -0.68, -0.91, -0.69, -0.32, -0.51, -0.54, 0.22, -0.28, 0.21, -0.26, -0.20, -0.72, -0.80, 0.60, -0.31, -0.48, 0.14, -1.20, -0.40, 0.03, -0.77, 0.34, 0.22, 0.49, 0.19, 0.23, 0.20, 0.35, 0.34, 0.43, 0.34, 0.57, 0.38, 0.28, 0.45, 0.31, 0.01, 0.31, 0.30, 0.32, 0.39, 0.10, 0.35, 0.14, 0.04, -1.45, -0.32, 0.14, -0.73, -0.68, -0.87, -0.45, 0.33, 0.44, 0.29, 0.46, 0.27, 0.34, 0.38, -0.04, 0.40, 0.28, 0.40, 0.25, 0.31, 0.39, -0.10]
}